1.
This record from the OMol25 dataset describes a molecular structure, C15H19ClF7N3O7PS2 in a non-equilibrium geometry. The level of theory is ωB97M-V/def2-TZVPD.

```
55
Properties=species:S:1:pos:R:3:forces:R:3
C -0.29824 -3.00354 2.12005 -1.095 0.300 0.091
C -0.40214 -1.58304 1.30334 -0.350 -0.736 -1.230
C 1.08414 -0.99722 0.80895 1.697 -0.126 3.534
C 2.23944 -1.56813 1.87574 7.833 -1.663 4.280
N 3.31114 -1.90389 2.56544 -10.100 3.009 -6.438
P 1.39734 -1.87457 -0.84472 0.163 -2.648 -0.197
O 2.13371 -3.42093 -0.36060 1.393 3.320 -0.423
Cl 2.84508 -0.98475 -2.08966 -0.077 -0.183 1.120
C 1.21161 0.62781 0.84651 0.007 0.867 0.124
C 2.78841 1.02878 0.62054 7.847 2.038 -3.946
N 3.99579 1.33799 0.22150 -11.208 -2.951 3.977
C 0.76250 1.24920 2.29347 -0.271 -0.048 1.654
C 1.82661 2.22354 3.05230 -0.223 0.914 1.656
C 2.95841 1.40099 3.97180 -0.231 -0.049 -0.219
C 4.50096 1.63822 3.47393 3.242 3.348 -3.288
O 5.01970 2.75669 2.96430 -3.826 -6.846 3.617
O 5.42048 0.45851 3.54792 -2.242 1.735 -0.978
C 0.18026 1.28813 -0.27409 -0.115 0.992 -0.040
C 0.64712 2.76053 -0.82975 -1.168 0.435 -1.996
C 1.69461 2.67594 -2.13101 0.207 -0.597 1.538
F 1.11229 3.70041 0.22737 -0.681 -2.133 -1.894
H 0.35194 -3.79074 1.53625 -1.190 1.673 1.360
H -1.41322 -3.42032 2.21114 2.456 0.876 -0.340
H 0.05286 -2.81736 3.22866 -0.334 -0.472 -2.346
H -0.99604 -1.79044 0.28776 1.139 0.492 2.214
H -1.04078 -0.80786 1.89277 1.493 -1.257 -1.047
H 3.13431 -3.26802 -0.22345 -2.103 -0.396 -0.027
H 0.54751 0.35332 3.05374 0.532 1.807 -1.695
H -0.26899 1.84939 2.25404 2.380 -1.391 -0.388
H 1.18695 2.80275 3.88200 1.227 -1.240 -1.947
H 2.30075 3.07768 2.40455 -0.834 -1.982 1.024
H 2.59905 0.27633 3.94546 1.491 2.154 0.027
H 2.90541 1.73037 5.10395 0.174 -0.459 -2.358
H 5.50854 0.03415 2.63895 -0.417 1.085 1.428
H 0.00223 0.61298 -1.21320 0.474 1.233 1.768
H -0.89911 1.45340 0.20866 2.545 -0.702 -0.851
H -0.33635 3.26089 -1.28652 2.055 -1.060 1.349
H 1.48165 3.49149 -2.94294 0.436 -1.473 1.824
H 1.53511 1.60220 -2.60585 0.460 2.345 0.944
H 2.78285 2.75131 -1.65341 -2.284 -0.146 -1.440
C -1.86873 -1.99623 -3.13757 1.239 -1.345 -2.177
F -0.69601 -2.24965 -2.48816 -1.742 0.423 -0.508
F -1.54116 -1.27530 -4.25211 -0.382 -0.320 1.133
F -2.32026 -3.20196 -3.59737 0.159 1.094 0.673
S -3.09959 -1.14413 -2.09567 0.823 0.060 1.954
O -2.45489 0.11836 -1.72660 -0.592 -1.192 -0.632
O -3.33159 -2.06313 -0.97833 0.209 0.909 -1.427
N -4.24680 -1.05656 -3.18642 0.275 0.267 1.001
S -5.55186 -0.34976 -2.62991 -2.030 1.405 1.884
O -5.45268 1.08846 -2.36908 0.240 -1.755 -0.606
O -6.32630 -1.10049 -1.63894 1.153 0.563 -1.395
C -6.53595 -0.46659 -4.16129 -1.069 -0.412 -2.489
F -6.71521 -1.75981 -4.56754 0.236 0.996 0.647
F -5.94012 0.17144 -5.21374 -0.314 -0.372 1.104
F -7.78276 0.07320 -4.04318 1.294 -0.386 0.395
```
Positions in Å, forces in eV/Å.

Summary:
Kohn-Sham gap: 9.45 eV
spin multiplicity: 1
charge: -1

Here are the natural (NBO) charges for atoms 1 to 5, given in e: atom 1 (C): -0.646, atom 2 (C): -0.442, atom 3 (C): -0.450, atom 4 (C): 0.272, atom 5 (N): -0.376



2.
This record from the OMol25 dataset describes a molecular structure, C15H19F3IrN3O2SSi in a non-equilibrium geometry. The level of theory is ωB97M-V/def2-TZVPD.

```
45
Properties=species:S:1:pos:R:3:forces:R:3
Ir 0.23992 0.75824 0.51841 1.216 -1.842 -0.037
F -4.27909 3.15375 1.35317 0.009 0.008 0.035
C -3.94874 2.70876 2.57603 0.003 -0.031 -0.056
F -3.18253 3.64708 3.14921 -0.012 -0.004 0.006
F -5.06727 2.59008 3.29347 0.023 0.013 -0.020
C -3.21231 1.39771 2.48152 -0.101 -0.112 0.054
C -3.62875 0.26242 3.15054 0.094 -0.103 -0.008
C -2.89724 -0.92385 3.04757 -0.072 0.088 0.004
C -1.75108 -0.94233 2.28572 -0.068 0.070 -0.037
N -1.36792 0.16186 1.63395 0.290 -0.134 -0.065
C -2.06607 1.29385 1.70715 -0.159 0.532 -0.147
S -1.21341 2.44483 0.69203 -0.702 0.774 0.381
H -4.52425 0.30083 3.75543 -0.005 -0.009 0.001
H -3.22056 -1.82196 3.55155 0.002 0.017 0.031
H -1.13573 -1.82231 2.16686 0.013 0.005 -0.012
C 4.30805 1.93690 -0.18777 -0.115 0.077 -0.049
C 2.92053 1.73595 0.32135 0.174 0.225 0.867
N 1.90464 1.42895 -0.43552 -0.150 -0.329 0.002
O 2.16518 1.29544 -1.74844 0.044 0.412 0.085
C 2.57943 1.87838 1.73074 0.583 -0.218 -0.539
C 3.52566 2.33842 2.76867 -0.037 0.067 -0.057
N 1.28906 1.53464 2.04586 -0.832 1.184 0.277
O 0.87957 1.76091 3.19444 0.337 -0.346 -0.205
H 4.47617 1.33223 -1.07440 0.006 -0.020 -0.014
H 5.03245 1.66945 0.57809 -0.012 0.005 -0.011
H 4.46739 2.98220 -0.46202 -0.011 0.003 0.001
H 1.29205 1.22211 -2.16976 -0.025 -0.353 -0.014
H 4.22028 3.07738 2.37215 -0.002 -0.041 -0.035
H 4.10981 1.48766 3.13609 0.007 0.015 0.018
H 2.98152 2.76132 3.60906 0.000 -0.042 0.016
C -2.04712 -2.59259 -3.85005 -0.200 0.009 0.000
Si -0.33931 -2.65397 -3.14136 0.153 0.136 0.119
C 0.94287 -2.23505 -4.41411 0.080 0.067 -0.122
C 0.06642 -4.27244 -2.33434 -0.053 -0.137 0.121
C -0.23266 -1.34731 -1.81035 0.005 0.029 0.103
C -0.17017 -0.50599 -0.92176 -0.554 0.041 -0.593
H -2.15339 -3.34140 -4.63788 -0.009 0.012 -0.007
H -2.25636 -1.61300 -4.28307 -0.005 -0.014 -0.016
H -2.80402 -2.79244 -3.08972 0.003 -0.008 -0.014
H 0.93273 -2.97311 -5.21932 0.030 0.018 -0.004
H 1.94037 -2.23060 -3.97079 0.011 -0.005 -0.030
H 0.76029 -1.25422 -4.85779 0.010 -0.016 -0.015
H 0.02416 -5.08071 -3.06759 0.022 -0.007 0.013
H -0.63300 -4.51044 -1.53088 0.006 -0.008 -0.016
H 1.07244 -4.24766 -1.91210 0.004 -0.030 -0.010
```
Positions in Å, forces in eV/Å.

Summary:
Kohn-Sham gap (spin up / spin down): 6.58 / 5.32 eV
spin multiplicity: 2
energy relative to the best compared isomer or geometry (same formula, charge and spin): 0.000 eV
charge: +1

Here are the natural (NBO) charges for atoms 1 to 5, given in e: atom 1 (Ir): 0.789, atom 2 (F): -0.309, atom 3 (C): 0.982, atom 4 (F): -0.307, atom 5 (F): -0.304



| no. | DFT total energy (eV) |
| --- | --- |
| 1 | -97163.1163 |
| 2 | -54123.6649 |